No. 1
The following is a quantum chemistry calculation of the molecule C14H20N4O2S2 at a distorted geometry, from the Open Molecules 2025 dataset.

CARTESIAN COORDINATES (ANGSTROEM)
C (-0.33151, -1.23365, -4.67741)
C (-0.26176, -0.19619, -3.61773)
N (-1.30592, 0.51530, -3.28763)
O (-0.92362, 1.38035, -2.31556)
C (0.37533, 1.20324, -2.04299)
C (1.00510, 2.03345, -0.99366)
C (0.86960, 0.20600, -2.84781)
C (2.24437, -0.33522, -2.90522)
S (2.69026, -1.32657, -1.42119)
C (1.37967, -2.59903, -1.56348)
C (1.53567, -3.60681, -0.46639)
O (1.92505, -4.73546, -0.63628)
N (1.21202, -3.19756, 0.81404)
C (0.71046, -2.01275, 1.25752)
N (0.33522, -1.00998, 0.54419)
N (-0.10926, 0.01586, 1.25814)
C (-0.10420, -0.15499, 2.52595)
C (-0.52453, 0.84507, 3.53385)
C (-1.48162, 1.90021, 2.96247)
C (-1.69870, 3.00456, 3.99307)
C (-2.81082, 1.26396, 2.56829)
S (0.51153, -1.74363, 2.99369)
H (0.40657, -1.03103, -5.45226)
H (-0.13398, -2.22130, -4.26365)
H (-1.32427, -1.22650, -5.11703)
H (2.08608, 2.00793, -1.09530)
H (0.73044, 1.63339, -0.01734)
H (0.64445, 3.05707, -1.06107)
H (2.38176, -0.97554, -3.77616)
H (2.98840, 0.46131, -2.91685)
H (0.42324, -2.08112, -1.49115)
H (1.50421, -3.10470, -2.52139)
H (1.38897, -3.90191, 1.52146)
H (0.37543, 1.33842, 3.91712)
H (-0.99448, 0.32908, 4.37502)
H (-1.02201, 2.32854, 2.06759)
H (-2.14104, 2.59774, 4.90029)
H (-2.36966, 3.76194, 3.59631)
H (-0.75787, 3.48432, 4.25367)
H (-3.28485, 0.80078, 3.43184)
H (-2.65890, 0.50785, 1.80307)
H (-3.48486, 2.01758, 2.16998)

Values from the calculation:
HOMO-LUMO gap: 0.3301 hartree
Largest force on an atom: 1.571 eV Å⁻¹
Relative energy (zero: lowest compared OMol25 entry of this formula, charge and spin): 59.20 kJ/mol
SMILES string: Cc1noc(C)c1CSCC(=O)Nc1nnc(CC(C)C)s1
Electronic energy: -1711.32576 a.u.
HOMO energy: -8.61 eV

***

No. 2
The following is a quantum chemistry calculation of a cluster of 5 separate species, C14H21Br8NO2 in total at a distorted geometry, from the Open Molecules 2025 dataset.

CARTESIAN COORDINATES (ANGSTROEM)
O (-0.93508, -1.17069, -4.36546)
N (-0.37889, -2.25102, -4.31064)
O (-0.51406, -3.12501, -5.13795)
C (0.59453, -2.39105, -3.28207)
C (1.02678, -1.25259, -2.63549)
C (1.86794, -1.39220, -1.58657)
C (2.37172, -2.63192, -1.19448)
C (2.05119, -3.78167, -1.93280)
C (1.12374, -3.65963, -3.00083)
H (0.52705, -0.33183, -2.91894)
H (2.00266, -0.45015, -1.03767)
H (2.87658, -2.66253, -0.24423)
H (2.29138, -4.82986, -1.72201)
H (0.61008, -4.58024, -3.30866)
Br (4.84989, 2.31182, -1.06294)
C (2.97543, 2.85326, -1.45534)
C (2.77301, 4.29429, -1.51825)
Br (3.09718, 4.95358, 0.31706)
H (2.40310, 2.29378, -0.61686)
H (2.78038, 2.37637, -2.38153)
H (1.76123, 4.56613, -1.73538)
H (3.52893, 4.79259, -2.18839)
Br (-3.03280, -3.39599, -0.94831)
C (-1.35717, -2.52321, -0.52512)
C (-1.34147, -2.24871, 0.99179)
Br (-0.02039, -1.08780, 1.64116)
H (-1.23513, -1.63008, -1.12124)
H (-0.64523, -3.30505, -0.75327)
H (-1.40380, -3.18636, 1.50816)
H (-2.33683, -1.80075, 1.26274)
Br (-3.61679, 2.16347, 1.57249)
C (-4.66649, 1.10897, 3.00115)
C (-3.67440, 0.20273, 3.57576)
Br (-4.59293, -1.15344, 4.63390)
H (-5.42771, 0.57759, 2.44074)
H (-5.11500, 1.79377, 3.70141)
H (-3.14074, 0.79792, 4.31717)
H (-3.01506, -0.21779, 2.86428)
Br (2.53354, 1.50044, 1.91140)
C (1.03019, 2.08032, 2.91784)
C (0.09982, 3.07121, 2.18691)
Br (-0.35563, 2.64338, 0.32494)
H (1.30595, 2.46009, 3.89289)
H (0.40453, 1.15541, 3.04906)
H (0.74831, 3.91419, 2.05552)
H (-0.82953, 3.14826, 2.81806)

Values from the calculation:
HOMO-LUMO gap: 0.3417 hartree
Largest force on an atom: 3.333 eV Å⁻¹
Relative energy (zero: lowest compared OMol25 entry of this formula, charge and spin): 0.00 kJ/mol
SMILES string: O=[N+]([O-])c1ccccc1.BrCCBr.BrCCBr.BrCCBr.BrCCBr
Electronic energy: -21343.27671 a.u.
HOMO energy: -9.96 eV

***

No. 3
The following is a quantum chemistry calculation of a structure of composition C14H21CaClN7O4 at a distorted geometry, from the Open Molecules 2025 dataset.

CARTESIAN COORDINATES (ANGSTROEM)
Ca (-16.64513, 7.07562, -1.07201)
Cl (-20.61977, 6.40726, 0.18451)
O (-19.25808, 6.76852, -0.28918)
O (-21.50863, 6.36608, -0.90593)
O (-20.58030, 5.13613, 0.78973)
O (-21.00212, 7.38285, 1.13116)
C (-16.89544, 6.88787, 3.93739)
C (-16.75524, 6.72402, 2.53505)
N (-16.63766, 6.56812, 1.36827)
H (-16.04746, 6.67438, 4.58813)
H (-17.74999, 6.30539, 4.28169)
H (-17.05523, 7.94780, 4.13516)
C (-17.73456, 2.76330, 0.96108)
C (-17.09945, 3.72056, -0.02355)
N (-16.63600, 4.51911, -0.76219)
H (-17.47179, 1.76666, 0.60645)
H (-18.78663, 3.03381, 1.05090)
H (-17.42374, 2.89304, 1.99774)
C (-19.16920, 7.35594, -5.43673)
C (-18.67928, 7.59452, -4.06759)
N (-18.17839, 7.75389, -3.02188)
H (-20.01816, 6.69832, -5.24992)
H (-18.54285, 6.69629, -6.03727)
H (-19.44931, 8.29485, -5.91432)
C (-11.93758, 5.85428, 0.50707)
C (-13.22395, 6.37237, 0.04971)
N (-14.23127, 6.84002, -0.31244)
H (-11.03841, 6.20242, -0.00125)
H (-12.11993, 4.79348, 0.33517)
H (-11.64307, 6.03063, 1.54161)
C (-18.84400, 10.29781, 2.14170)
C (-18.14081, 9.70987, 1.00069)
N (-17.61262, 9.17081, 0.11953)
H (-19.64669, 9.61187, 2.41238)
H (-19.25702, 11.28840, 1.95136)
H (-18.09658, 10.43777, 2.92265)
C (-14.17485, 10.13956, -4.22085)
C (-14.92806, 9.59966, -3.15933)
N (-15.58429, 9.16346, -2.29101)
H (-14.74363, 10.00942, -5.14154)
H (-13.19910, 9.67186, -4.35222)
H (-13.94724, 11.19991, -4.11147)
C (-13.40387, 6.17130, -4.57270)
C (-14.70285, 6.15873, -3.83739)
N (-15.70616, 6.15447, -3.25792)
H (-12.91195, 7.08581, -4.24135)
H (-13.49392, 6.17131, -5.65897)
H (-12.68318, 5.39343, -4.32048)

Values from the calculation:
HOMO-LUMO gap: 0.3136 hartree
Largest force on an atom: 5.450 eV Å⁻¹
Relative energy (zero: lowest compared OMol25 entry of this formula, charge and spin): 99.41 kJ/mol
Electronic energy: -2367.73923 a.u.
HOMO energy: -10.87 eV
Charge: +1

***

No. 4
The following is a quantum chemistry calculation of the molecule C14H21ClN2O4S at a distorted geometry, from the Open Molecules 2025 dataset.

CARTESIAN COORDINATES (ANGSTROEM)
C (4.30859, 1.86038, 0.32144)
C (3.28255, 1.02185, -0.43431)
N (1.96342, 1.12194, 0.17807)
C (1.09717, 2.14892, -0.35844)
C (0.47630, 1.73982, -1.69433)
C (1.67851, 0.24773, 1.16289)
O (2.46514, -0.63339, 1.47651)
C (0.33840, 0.34361, 1.90216)
N (-0.63259, -0.51328, 1.26276)
C (-1.60164, -0.03892, 0.38157)
C (-2.27384, 1.15842, 0.58423)
C (-3.25507, 1.56614, -0.30460)
Cl (-4.05150, 3.07757, -0.04368)
C (-3.61226, 0.77391, -1.37760)
C (-2.95549, -0.42987, -1.57898)
C (-1.93404, -0.83692, -0.73275)
O (-1.17391, -1.94932, -0.92681)
C (-1.68809, -2.96056, -1.76714)
S (-0.90667, -2.00043, 2.02185)
C (0.45860, -3.02829, 1.46143)
O (-0.75829, -1.79127, 3.43310)
O (-2.15996, -2.51627, 1.56136)
H (5.27934, 1.77961, -0.15965)
H (4.39438, 1.50078, 1.34310)
H (4.01650, 2.90820, 0.34188)
H (3.21239, 1.34922, -1.47210)
H (3.58281, -0.02756, -0.40932)
H (0.29701, 2.37295, 0.34382)
H (1.69211, 3.05836, -0.49221)
H (-0.23852, 2.49451, -2.01052)
H (-0.04503, 0.79276, -1.58980)
H (1.23349, 1.63712, -2.46735)
H (0.49856, -0.06631, 2.90372)
H (-0.01826, 1.36840, 2.00179)
H (-2.05636, 1.76460, 1.44918)
H (-4.39258, 1.08660, -2.05223)
H (-3.24052, -1.03777, -2.42202)
H (-1.70061, -2.64468, -2.81553)
H (-1.01439, -3.80947, -1.66075)
H (-2.69184, -3.25439, -1.45210)
H (1.37447, -2.48729, 1.67309)
H (0.41699, -3.95621, 2.01651)
H (0.33474, -3.19119, 0.40174)

Values from the calculation:
HOMO-LUMO gap: 0.3352 hartree
Largest force on an atom: 1.047 eV Å⁻¹
Relative energy (zero: lowest compared OMol25 entry of this formula, charge and spin): 28.56 kJ/mol
SMILES string: CCN(CC)C(=O)CN(c1cc(Cl)ccc1OC)S(C)(=O)=O
Electronic energy: -1814.91254 a.u.
HOMO energy: -8.49 eV

***

No. 5
The following is a quantum chemistry calculation of a structure of composition C14H21FeN3O5P at a distorted geometry, from the Open Molecules 2025 dataset.

CARTESIAN COORDINATES (ANGSTROEM)
Fe (-0.20739, 0.67512, 0.04509)
O (3.85115, 0.15664, -0.01164)
C (2.69447, 0.19138, -0.35992)
O (1.69539, 0.53130, 0.41191)
C (2.30006, -0.37362, -1.74883)
C (1.47256, -1.64135, -1.45967)
C (1.41293, -2.54599, -2.69339)
C (0.43186, -1.76556, -3.60216)
C (0.11371, -0.54596, -2.73334)
O (0.12196, -1.11681, -1.38932)
C (1.32181, 0.40252, -2.68977)
C (0.91548, 1.84106, -2.24082)
O (1.55482, 2.77653, -2.65202)
O (-0.12551, 1.88937, -1.45586)
H (3.24081, -0.59811, -2.24251)
H (1.73335, -2.14882, -0.53059)
H (1.01984, -3.52738, -2.42997)
H (2.39711, -2.67840, -3.13641)
H (-0.47100, -2.34132, -3.80030)
H (0.87040, -1.47437, -4.55322)
H (-0.84085, -0.06579, -2.92487)
H (1.77242, 0.53237, -3.67031)
C (-0.14699, -1.81905, 4.92086)
N (0.74972, -2.01095, 3.69672)
C (0.25317, -3.25111, 2.94054)
N (-1.12476, -3.13625, 2.61739)
C (-1.92628, -2.93131, 3.81975)
N (-1.50943, -1.72170, 4.52739)
C (-1.84013, -0.49773, 3.81584)
P (-0.97734, -0.40227, 2.14716)
C (0.72950, -0.79949, 2.83025)
C (-1.40202, -2.13848, 1.59195)
H (0.18270, -0.91935, 5.43927)
H (-0.00107, -2.68900, 5.56121)
H (1.71076, -2.17520, 4.00244)
H (0.41797, -4.10552, 3.59764)
H (0.86152, -3.35691, 2.04271)
H (-1.80384, -3.79033, 4.48085)
H (-2.97661, -2.84872, 3.54718)
H (-1.55646, 0.36701, 4.41787)
H (-2.91873, -0.44795, 3.66377)
H (1.07756, 0.05925, 3.40589)
H (1.42536, -0.92173, 1.99818)
H (-0.84509, -2.36972, 0.68052)
H (-2.46343, -2.17401, 1.33895)

Values from the calculation:
HOMO-LUMO gap (spin up / spin down): 0.2991 / 0.2824 hartree
Spin multiplicity: 5
Largest force on an atom: 2.125 eV Å⁻¹
<S²>: 6.0165
Electronic energy: -2691.38573 a.u.
HOMO energy (spin up / spin down): -11.43 / -11.43 eV
Charge: +1

***

largest force on an atom of number 3 (C14H21CaClN7O4)?
5.450 eV Å⁻¹